Entry one
DFT (wB97M-V/def2-TZVPD) results for a 2-piece molecular cluster, C7H10 overall.

Summary:
- molar mass (g mol⁻¹) = 94.16
- HOMO energy (eV) = -8.676

```
! RIJCOSX wB97M-V def2-TZVPD def2/J DEFGRID3
* xyz 0 1
C -0.55 1.22 -0.82
C 0.65 0.62 -0.83
C 1.72 0.10 0.11
C 0.96 -0.51 1.26
C 1.03 -1.27 -0.03
C 0.14 -0.73 -1.19
C -1.29 -0.09 -1.13
H -0.92 2.18 -0.46
H 2.78 0.33 0.16
H 1.56 -0.93 2.06
H 0.03 -0.04 1.59
H 1.51 -2.25 -0.06
H 0.44 -1.16 -2.15
H -1.87 -0.42 -0.27
H -1.90 -0.17 -2.03
H -2.36 1.34 1.69
H -1.93 1.77 2.12
*
```

These are the Löwdin partial charges, in e, on atoms 1 to 4: atom 1 (C): -0.044, atom 2 (C): -0.171, atom 3 (C): -0.135, atom 4 (C): -0.084


Entry two
DFT (wB97M-V/def2-TZVPD) results for one molecule with the formula C7H10.

Summary:
- molar mass (g mol⁻¹) = 94.16
- HOMO energy (eV) = -9.482

```
! RIJCOSX wB97M-V def2-TZVPD def2/J DEFGRID3
* xyz 0 1
C 1.01 -0.41 -2.17
C 0.00 -0.03 -1.39
C -0.02 -0.14 0.11
C 0.25 1.20 0.72
C -0.69 2.06 1.07
C 0.49 -1.38 0.78
C -0.99 -1.08 0.77
H 1.88 -0.91 -1.77
H 0.99 -0.22 -3.24
H -0.85 0.50 -1.82
H 1.31 1.48 0.78
H -1.75 1.81 0.99
H -0.44 3.06 1.44
H 0.84 -2.20 0.16
H 1.03 -1.27 1.72
H -1.62 -1.70 0.14
H -1.45 -0.76 1.70
*
```

These are the Löwdin partial charges, in e, on atoms 1 to 4: atom 1 (C): 0.020, atom 2 (C): -0.128, atom 3 (C): -0.480, atom 4 (C): -0.128


Entry three
DFT (wB97M-V/def2-TZVPD) results for a 2-piece molecular cluster, C7H10 overall.

Summary:
- molar mass (g mol⁻¹) = 94.16
- HOMO energy (eV) = -8.664

```
! RIJCOSX wB97M-V def2-TZVPD def2/J DEFGRID3
* xyz 0 1
C 0.53 -1.56 -1.08
C 0.81 -0.92 0.04
C 2.06 -0.43 0.60
C 1.63 0.97 0.79
C 0.73 -0.15 1.27
H -0.40 -2.02 -1.36
H 1.35 -1.58 -1.78
H 2.91 -1.01 0.93
H 1.30 1.53 -0.09
H 2.17 1.55 1.53
H 0.41 -0.35 2.29
C -2.38 0.04 -0.33
C -2.13 1.28 -0.72
H -2.38 -0.79 -1.03
H -2.57 -0.21 0.71
H -1.92 1.52 -1.76
H -2.12 2.11 -0.01
*
```

These are the Löwdin partial charges, in e, on atoms 1 to 4: atom 1 (C): 0.040, atom 2 (C): -0.281, atom 3 (C): -0.150, atom 4 (C): -0.079


Least stable: entry one


Entry one
DFT (wB97M-V/def2-TZVPD) results for a 5-piece molecular cluster, C2H15NO4 overall.

Summary:
- molar mass (g mol⁻¹) = 117.14
- HOMO energy (eV) = -10.588

```
! RIJCOSX wB97M-V def2-TZVPD def2/J DEFGRID3
* xyz 0 1
C -0.62 0.01 -3.79
C -0.18 1.22 -2.95
N 0.59 0.65 -1.72
H 0.33 -0.44 -4.27
H -1.41 0.18 -4.60
H -0.98 -0.65 -3.08
H -0.98 1.91 -2.59
H 0.50 1.75 -3.49
H 1.07 1.49 -1.31
H 1.49 0.18 -1.97
O -2.01 -0.02 3.02
H -2.35 -0.50 2.28
H -1.35 0.51 2.62
O 1.04 -1.81 2.53
H 0.57 -1.72 1.70
H 0.54 -2.28 3.22
O 2.05 0.93 1.67
H 2.14 -0.04 1.45
H 1.46 0.89 2.39
O -0.94 -0.54 0.33
H -1.07 -1.54 0.09
H -0.43 -0.11 -0.43
*
```

These are the Löwdin partial charges, in e, on atoms 1 to 4: atom 1 (C): -0.112, atom 2 (C): -0.270, atom 3 (N): -0.046, atom 4 (H): 0.099


Entry two
DFT (wB97M-V/def2-TZVPD) results for a 5-piece molecular cluster, C2H15NO4 overall.

Summary:
- molar mass (g mol⁻¹) = 117.14
- HOMO energy (eV) = -9.354

```
! RIJCOSX wB97M-V def2-TZVPD def2/J DEFGRID3
* xyz 0 1
C -1.51 1.43 1.18
C -1.91 0.40 0.14
N -0.69 -0.25 -0.43
H -1.10 0.92 2.06
H -2.37 1.98 1.53
H -0.74 2.10 0.79
H -2.51 0.79 -0.66
H -2.49 -0.41 0.62
H -0.95 -0.94 -1.12
H -0.30 -0.81 0.34
O -0.61 -1.87 -3.12
H -1.50 -2.24 -3.32
H -0.20 -1.65 -4.00
O 2.02 0.73 1.70
H 1.88 1.16 0.83
H 2.89 0.96 1.99
O 0.75 -1.74 1.95
H 1.17 -0.85 2.02
H 0.17 -1.80 2.71
O 1.48 1.56 -1.22
H 2.11 0.96 -1.65
H 0.62 1.04 -1.15
*
```

These are the Löwdin partial charges, in e, on atoms 1 to 4: atom 1 (C): -0.106, atom 2 (C): -0.306, atom 3 (N): -0.010, atom 4 (H): 0.067


Entry three
DFT (wB97M-V/def2-TZVPD) results for a 5-piece molecular cluster, C2H15NO4 overall.

Summary:
- molar mass (g mol⁻¹) = 117.14
- HOMO energy (eV) = -9.928

```
! RIJCOSX wB97M-V def2-TZVPD def2/J DEFGRID3
* xyz 0 1
C -1.08 -1.43 -1.02
C -1.31 -0.66 0.24
N -0.52 0.56 0.48
H -1.45 -0.84 -1.86
H -1.39 -2.45 -0.98
H 0.05 -1.48 -1.16
H -1.24 -1.35 1.03
H -2.34 -0.25 0.40
H -1.07 1.24 0.92
H -0.59 0.90 -0.53
O -0.54 1.32 3.76
H -0.50 1.34 4.71
H 0.22 1.51 3.22
O 2.10 -0.47 -1.88
H 1.90 -0.55 -0.96
H 2.38 -1.43 -1.95
O 0.06 2.09 -2.30
H 0.75 1.45 -2.27
H -0.10 2.29 -3.22
O 1.85 -0.47 0.84
H 1.91 -1.22 1.47
H 0.90 -0.10 1.05
*
```

These are the Löwdin partial charges, in e, on atoms 1 to 4: atom 1 (C): -0.085, atom 2 (C): -0.342, atom 3 (N): -0.010, atom 4 (H): 0.083


Least stable: entry three


Entry one
DFT (wB97M-V/def2-TZVPD) results for one molecule with the formula C3H3N3.

Summary:
- molar mass (g mol⁻¹) = 81.08
- HOMO energy (eV) = -9.703

```
! RIJCOSX wB97M-V def2-TZVPD def2/J DEFGRID3
* xyz 0 1
C 1.93 -0.34 0.19
N 0.56 0.12 -0.25
C -0.56 0.54 -0.30
N -1.74 0.91 -0.55
C -2.78 0.31 -0.07
N -3.74 -0.21 0.23
H 2.36 0.09 1.08
H 2.29 -0.09 -0.80
H 1.68 -1.33 0.47
*
```

These are the Löwdin partial charges, in e, on atoms 1 to 4: atom 1 (C): -0.011, atom 2 (N): 0.088, atom 3 (C): -0.141, atom 4 (N): 0.103


Entry two
DFT (wB97M-V/def2-TZVPD) results for one molecule with the formula C3H3N3.

Summary:
- molar mass (g mol⁻¹) = 81.08
- HOMO energy (eV) = -10.989

```
! RIJCOSX wB97M-V def2-TZVPD def2/J DEFGRID3
* xyz 0 1
H 0.28 -2.01 -0.97
N 0.32 -1.73 0.00
C -0.07 -0.55 0.17
C -0.32 0.21 1.48
C -0.58 -0.75 2.53
N -0.80 -1.57 3.28
N -0.66 1.42 1.65
H -0.51 1.99 0.84
H -0.50 0.17 -0.68
*
```

These are the Löwdin partial charges, in e, on atoms 1 to 4: atom 1 (H): 0.055, atom 2 (N): 0.131, atom 3 (C): -0.205, atom 4 (C): -0.352


Least stable: entry one


Entry one
DFT (wB97M-V/def2-TZVPD) results for C3H3N3 as an isolated structure.

Summary:
- molar mass (g mol⁻¹) = 81.08
- HOMO energy (eV) = -10.157

```
! RIJCOSX wB97M-V def2-TZVPD def2/J DEFGRID3
* xyz 0 1
C -0.73 0.04 0.08
C 0.36 1.09 0.08
C 1.16 -0.74 0.03
H -2.32 -0.70 -0.05
H 0.47 2.18 0.39
H 2.01 -1.53 0.25
N -2.02 0.23 -0.08
N 1.47 0.54 -0.18
N -0.14 -1.09 0.01
*
```

These are the Löwdin partial charges, in e, on atoms 1 to 4: atom 1 (C): -0.502, atom 2 (C): -0.046, atom 3 (C): -0.158, atom 4 (H): 0.021


Entry two
DFT (wB97M-V/def2-TZVPD) results for a 2-piece molecular cluster, C3H3N3 overall.

Summary:
- molar mass (g mol⁻¹) = 81.08
- HOMO energy (eV) = -9.835

```
! RIJCOSX wB97M-V def2-TZVPD def2/J DEFGRID3
* xyz 0 1
N -0.56 -0.55 -0.39
C 0.49 -0.33 0.29
C 1.78 -0.90 -0.02
N 2.83 -1.31 -0.25
C -1.04 2.28 0.36
N -1.92 1.50 0.22
H -1.42 0.19 -0.15
H -0.52 -1.18 -1.19
H 0.41 0.38 1.12
*
```

These are the Löwdin partial charges, in e, on atoms 1 to 4: atom 1 (N): 0.187, atom 2 (C): -0.102, atom 3 (C): -0.133, atom 4 (N): 0.202


Entry three
DFT (wB97M-V/def2-TZVPD) results for one molecule with the formula C3H3N3.

Summary:
- molar mass (g mol⁻¹) = 81.08
- HOMO energy (eV) = -9.909

```
! RIJCOSX wB97M-V def2-TZVPD def2/J DEFGRID3
* xyz 0 1
C -0.58 -0.43 0.51
C -0.38 -0.76 -0.82
N 0.43 -0.03 -1.59
N 1.31 0.74 -1.01
N 1.20 1.09 0.25
C 0.12 0.70 0.91
H -1.23 -0.98 1.18
H -0.90 -1.58 -1.33
H -0.20 1.40 1.68
*
```

These are the Löwdin partial charges, in e, on atoms 1 to 4: atom 1 (C): -0.047, atom 2 (C): -0.136, atom 3 (N): 0.006, atom 4 (N): -0.032


Least stable: entry two


Entry one
DFT (wB97M-V/def2-TZVPD) results for one molecule with the formula C3H3N3.

Summary:
- molar mass (g mol⁻¹) = 81.08
- HOMO energy (eV) = -10.404

```
! RIJCOSX wB97M-V def2-TZVPD def2/J DEFGRID3
* xyz 0 1
H -2.34 -0.80 -0.24
N -2.09 0.09 -0.04
C -0.82 0.01 -0.02
C 0.29 1.12 -0.07
N 1.38 0.59 -0.10
C 1.22 -0.83 -0.03
N -0.03 -1.24 0.04
H 0.09 2.16 0.45
H 2.30 -1.09 0.02
*
```

These are the Löwdin partial charges, in e, on atoms 1 to 4: atom 1 (H): 0.009, atom 2 (N): 0.197, atom 3 (C): -0.348, atom 4 (C): -0.122


Entry two
DFT (wB97M-V/def2-TZVPD) results for C3H3N3 as an isolated structure.

Summary:
- molar mass (g mol⁻¹) = 81.08
- HOMO energy (eV) = -9.386

```
! RIJCOSX wB97M-V def2-TZVPD def2/J DEFGRID3
* xyz 0 1
N -0.63 -1.00 -0.23
C 0.01 0.34 0.51
C 1.13 -0.33 -0.05
N 2.14 -0.75 -0.41
C -0.40 1.66 -0.02
N -0.80 2.65 -0.46
H -0.68 -1.89 0.26
H -0.77 -1.09 -1.24
H -0.01 0.40 1.63
*
```

These are the Löwdin partial charges, in e, on atoms 1 to 4: atom 1 (N): 0.062, atom 2 (C): -0.178, atom 3 (C): -0.390, atom 4 (N): 0.138


Least stable: entry two